A 2-piece molecular cluster, C23H37FIN2O5 overall in a non-equilibrium geometry. Source: the Open Molecules 2025 dataset; level of theory: the ωB97M-V functional and the def2-TZVPD basis.

Properties
HOMO ... -11.494 eV
Largest force on an atom ... 1.152 eV/Å
Charge ... +1
Gap between HOMO and LUMO ... 7.8 eV
LUMO level ... -0.1347 Ha

```
69
C23H37FIN2O5 the ωB97M-V functional and the def2-TZVPD basis
C -4.04 -2.26 -3.33
C -3.34 -2.31 -1.99
O -3.93 -3.35 -1.21
C -3.01 -4.34 -0.79
C -2.28 -3.90 0.47
C -0.87 -4.50 0.62
C -0.49 -4.68 2.10
C 0.81 -4.00 2.51
C 0.80 -2.52 2.18
N 0.87 -1.52 3.27
C 1.06 -0.36 2.79
C 1.14 0.87 3.60
C 0.58 0.72 5.01
F 0.03 1.90 5.43
C 1.18 -0.43 1.28
C 1.92 0.74 0.62
C 1.06 1.55 -0.36
C 1.67 1.70 -1.74
I 1.43 -0.02 -2.98
C 1.79 -1.88 1.22
C 2.04 -2.54 -0.13
N 3.43 -2.42 -0.58
H -3.64 -1.44 -3.92
H -3.89 -3.21 -3.84
H -5.10 -2.12 -3.20
H -2.29 -2.53 -2.17
H -3.41 -1.35 -1.49
H -2.32 -4.62 -1.59
H -3.62 -5.21 -0.56
H -2.90 -4.13 1.33
H -2.18 -2.82 0.45
H -0.78 -5.42 0.06
H -0.22 -3.78 0.14
H -1.27 -4.32 2.76
H -0.40 -5.74 2.29
H 0.88 -4.10 3.59
H 1.68 -4.51 2.11
H -0.20 -2.32 1.77
H 0.79 -1.76 4.25
H 2.15 1.25 3.61
H 0.51 1.60 3.09
H -0.20 -0.04 5.04
H 1.36 0.39 5.69
H 0.14 -0.44 0.96
H 2.20 1.43 1.41
H 2.85 0.41 0.17
H 0.96 2.56 0.02
H 0.06 1.15 -0.45
H 1.15 2.51 -2.24
H 2.70 2.00 -1.67
H 2.72 -1.77 1.77
H 1.35 -2.22 -0.89
H 1.89 -3.61 0.02
H 3.79 -1.50 -0.31
H 4.02 -3.07 -0.07
C -1.41 7.03 -2.39
C -0.80 6.38 -1.40
C 0.62 5.90 -1.52
O 1.12 5.32 -0.57
C 1.32 6.14 -2.77
C 0.71 6.80 -3.77
C -0.70 7.30 -3.63
O -1.19 7.89 -4.57
O 1.30 7.04 -4.92
O -1.39 6.11 -0.24
H -2.43 7.38 -2.31
H 2.34 5.78 -2.85
H 0.64 7.53 -5.47
H -0.72 5.64 0.30
```

=====

C23H37FIrN3O4PSi as an isolated structure in a non-equilibrium geometry. Source: the Open Molecules 2025 dataset; level of theory: the ωB97M-V functional and the def2-TZVPD basis.

Properties
HOMO (spin up / spin down) ... -14.937 / -14.943 eV
Largest force on an atom ... 2.252 eV/Å
Charge ... +2
Gap between HOMO and LUMO (spin up / spin down) ... 6.1 / 6.1 eV
LUMO level (spin up / spin down) ... -0.3234 / -0.3241 Ha
Multiplicity ... 2
Energy relative to the best compared isomer or geometry (same formula, charge and spin) ... 63.7 kcal per mole

```
71
C23H37FIrN3O4PSi the ωB97M-V functional and the def2-TZVPD basis
Ir -0.03 0.01 -0.62
O 2.18 -4.19 -4.44
C 1.58 -3.19 -5.06
O 1.41 -3.16 -6.24
C 1.09 -2.02 -4.24
C 0.56 -0.89 -4.85
N 0.21 -0.04 -3.89
N 0.46 -0.52 -2.67
C 1.02 -1.73 -2.88
C 1.49 -2.47 -1.71
O 2.07 -3.52 -1.69
O 1.20 -1.77 -0.61
H 2.23 -4.07 -3.47
H 0.43 -0.68 -5.90
H -0.16 0.90 -4.00
C -0.06 -3.11 1.36
Si 1.47 -1.96 1.06
C 3.13 -0.94 1.07
C 2.57 -3.46 1.98
N 0.41 -0.43 1.29
C 0.24 -0.06 2.58
C 1.04 -0.64 3.62
C 0.90 -0.29 4.93
C -0.06 0.67 5.29
C -0.89 1.23 4.34
C -0.73 0.86 3.02
F -1.56 1.32 2.12
H 0.17 -4.10 1.00
H -0.88 -2.66 0.79
H -0.31 -3.14 2.42
H 3.93 -1.56 0.67
H 3.38 -0.62 2.08
H 2.95 -0.08 0.43
H 2.84 -4.07 1.11
H 1.92 -3.99 2.66
H 3.43 -3.02 2.46
H 1.79 -1.37 3.35
H 1.53 -0.74 5.69
H -0.17 0.96 6.33
H -1.66 1.93 4.61
C -2.80 4.23 -0.34
C -1.74 3.21 0.11
C -0.46 3.90 0.56
P -1.38 1.86 -1.09
C -3.01 1.18 -1.61
C -3.95 1.03 -0.42
C -2.85 -0.17 -2.31
C -0.67 2.65 -2.61
C -1.26 4.01 -3.01
C 0.86 2.77 -2.56
H -3.34 4.60 0.54
H -3.55 3.83 -1.03
H -2.35 5.10 -0.81
H -2.16 2.68 0.94
H -0.06 4.54 -0.23
H 0.32 3.20 0.86
H -0.68 4.55 1.41
H -3.42 1.89 -2.34
H -3.52 0.37 0.33
H -4.89 0.58 -0.75
H -4.20 1.98 0.06
H -2.35 -0.89 -1.65
H -2.27 -0.10 -3.24
H -3.83 -0.57 -2.56
H -0.98 1.95 -3.40
H -0.96 4.79 -2.32
H -2.34 4.00 -3.08
H -0.87 4.28 -3.99
H 1.15 3.58 -1.90
H 1.25 2.99 -3.56
H 1.35 1.87 -2.21
```

=====

C23H37FeN2S2Si2 as an isolated structure. Source: the Open Molecules 2025 dataset; level of theory: the ωB97M-V functional and the def2-TZVPD basis.

Properties
HOMO (spin up / spin down) ... -7.617 / -7.782 eV
Largest force on an atom ... 0.765 eV/Å
Gap between HOMO and LUMO (spin up / spin down) ... 8.3 / 6.8 eV
LUMO level (spin up / spin down) ... 0.0243 / -0.0349 Ha
Multiplicity ... 6
Energy relative to the best compared isomer or geometry (same formula, charge and spin) ... 0.0 kcal per mole

```
67
C23H37FeN2S2Si2 the ωB97M-V functional and the def2-TZVPD basis
Fe 0.21 0.42 -0.39
C 0.42 0.27 2.68
N -0.31 1.08 1.69
C 0.20 2.47 1.72
C -0.22 3.24 0.49
N 0.48 2.77 -0.72
C -0.21 3.27 -1.91
C 1.88 3.16 -0.71
C 2.23 4.50 -0.88
C 3.56 4.89 -0.89
C 4.55 3.94 -0.72
C 4.22 2.61 -0.55
C 2.88 2.20 -0.54
S 2.55 0.48 -0.31
C -1.75 1.05 1.90
C -2.26 1.28 3.17
C -3.63 1.26 3.41
C -4.49 1.01 2.36
C -4.00 0.78 1.09
C -2.62 0.79 0.83
S -2.09 0.44 -0.82
H 0.36 0.70 3.69
H 1.46 0.21 2.38
H -0.02 -0.73 2.71
H 1.29 2.41 1.77
H -0.15 2.98 2.63
H -0.03 4.31 0.65
H -1.29 3.12 0.32
H -0.35 4.36 -1.88
H -1.18 2.79 -1.98
H 0.38 3.02 -2.79
H 1.46 5.24 -1.02
H 3.81 5.93 -1.03
H 5.59 4.23 -0.73
H 4.99 1.87 -0.42
H -1.59 1.49 3.99
H -4.01 1.44 4.41
H -5.56 0.99 2.52
H -4.67 0.57 0.27
C 2.81 -2.61 -1.79
Si 0.96 -2.38 -2.11
C 0.39 -3.81 -3.19
C 0.64 -0.79 -3.11
C 0.09 -2.31 -0.45
Si -1.10 -3.50 0.37
C -0.12 -4.29 1.78
C -1.71 -4.86 -0.78
C -2.62 -2.65 1.10
H 3.33 -2.75 -2.74
H 2.99 -3.49 -1.18
H 3.25 -1.74 -1.30
H 0.96 -3.75 -4.12
H -0.66 -3.74 -3.45
H 0.58 -4.78 -2.76
H 0.32 -1.06 -4.11
H 1.53 -0.17 -3.18
H -0.17 -0.17 -2.70
H 0.60 -1.74 0.34
H 0.82 -4.71 1.44
H -0.69 -5.08 2.25
H 0.11 -3.55 2.55
H -0.92 -5.55 -1.08
H -2.18 -4.48 -1.68
H -2.46 -5.44 -0.24
H -2.37 -2.05 1.98
H -3.33 -3.41 1.41
H -3.11 -2.00 0.38
```

=====

C23H37FeN3O as an isolated structure in a non-equilibrium geometry. Source: the Open Molecules 2025 dataset; level of theory: the ωB97M-V functional and the def2-TZVPD basis.

Properties
HOMO (spin up / spin down) ... -10.662 / -10.833 eV
Largest force on an atom ... 3.182 eV/Å
Charge ... +1
Gap between HOMO and LUMO (spin up / spin down) ... 8.4 / 6.4 eV
LUMO level (spin up / spin down) ... -0.0839 / -0.1645 Ha
Multiplicity ... 6

```
65
C23H37FeN3O the ωB97M-V functional and the def2-TZVPD basis
Fe 0.11 0.25 -0.84
C -1.95 1.92 -0.44
C -1.40 1.73 0.86
C -0.09 2.30 0.88
C 0.16 2.85 -0.41
C -1.00 2.65 -1.20
C -1.28 3.30 -2.51
C 1.35 3.65 -0.83
C 0.73 2.51 2.10
C -2.13 1.24 2.06
C -3.34 1.61 -0.87
H -1.90 4.18 -2.36
H -1.82 2.62 -3.17
H -0.36 3.61 -3.00
H 1.11 4.72 -0.85
H 1.65 3.37 -1.84
H 2.20 3.50 -0.16
H 0.32 3.35 2.67
H 1.75 2.75 1.86
H 0.71 1.65 2.76
H -1.47 0.74 2.76
H -2.93 0.55 1.78
H -2.59 2.09 2.58
H -3.97 2.49 -0.78
H -3.77 0.82 -0.25
H -3.36 1.28 -1.91
C -0.33 -0.20 -4.03
O -0.02 -0.12 -2.71
H -1.23 0.40 -4.27
H -0.53 -1.24 -4.32
H 0.49 0.18 -4.66
C -4.55 -3.25 2.24
C -3.39 -2.66 1.52
C -2.21 -2.36 2.19
C -1.18 -1.74 1.51
N -1.24 -1.40 0.23
C -2.35 -1.73 -0.44
C -3.43 -2.36 0.16
H -4.22 -3.94 3.01
H -5.23 -3.76 1.55
H -5.11 -2.45 2.73
H -2.09 -2.60 3.23
H -0.27 -1.48 2.04
H -2.35 -1.50 -1.49
H -4.30 -2.61 -0.43
C 3.51 -0.02 -0.71
C 4.73 -0.95 -0.46
N 4.34 -2.03 0.42
C 3.36 -2.87 -0.22
C 2.16 -2.00 -0.69
N 2.31 -0.64 -0.13
C 2.48 -0.74 1.33
C 3.80 -1.49 1.65
H 3.34 0.15 -1.77
H 3.65 0.95 -0.22
H 5.55 -0.41 0.01
H 5.09 -1.39 -1.39
H 3.02 -3.63 0.50
H 3.83 -3.38 -1.06
H 1.22 -2.41 -0.34
H 2.13 -1.91 -1.77
H 1.63 -1.28 1.73
H 2.48 0.27 1.74
H 3.62 -2.31 2.35
H 4.55 -0.82 2.09
```

=====

- Which of these has the lowest largest force on an atom?
  C23H37FeN2S2Si2

=====

- Among the records above, which one has the lowest largest force on an atom?
  C23H37FeN2S2Si2